The following is a quantum chemistry calculation of C26H36Cl2OP2RuSb as an isolated structure at a distorted geometry, from the OMol25 dataset.

Computed properties:
- Kohn-Sham gap (alpha / beta): 7.3356 / 3.7471 eV
- ⟨S²⟩: 8.78
- Total charge: +2
- Molar mass: 720.26 g mol⁻¹
- LUMO energy (alpha / beta): -5.67 / -10.66 eV
- Spin multiplicity: 6

Each line ends with the Mulliken charge.
Atoms and positions in Å:
C (-3.62555, 0.94292, -3.45933)  -1.12
C (-2.58596, 0.81777, -2.50195)  0.62
H (-3.24004, 0.75038, -4.47073)  0.43
H (-4.10446, 1.96036, -3.36938)  0.40
H (-4.43424, 0.19619, -3.19936)  0.36
O (-1.34568, 0.79466, -2.46617)  -0.32
Cl (-4.37430, 0.57475, -1.39316)  -0.29
Ru (-1.35285, -0.26751, 0.67747)  -1.11
P (-1.95433, 2.19288, 0.15990)  1.09
C (-0.42703, 3.23882, 0.05471)  -1.04
C (-3.00501, 3.31074, -0.89634)  -1.41
H (-3.02550, 4.33442, -0.48380)  0.55
H (-2.90300, 3.67826, 1.88097)  0.45
H (-4.03481, 2.93684, -0.91508)  0.42
H (-3.53262, 2.00745, 1.94917)  0.34
H (0.04618, 3.07840, -0.92688)  0.23
H (-2.62809, 3.37904, -1.92564)  0.37
C (-2.63861, 2.61687, 1.79886)  -1.11
H (-0.65926, 4.31319, 0.17345)  0.58
H (-1.90757, 2.36838, 2.56998)  0.24
H (0.26553, 2.92595, 0.85114)  0.12
P (-2.30108, -1.99045, -0.83370)  1.44
C (-0.92154, -3.02143, -1.46052)  -0.99
C (-3.16838, -3.06966, 0.34671)  -1.33
H (-4.45928, -1.83812, -2.08435)  0.39
H (-3.61931, -3.36473, -2.48645)  0.50
H (-3.07167, -1.84553, -3.24430)  0.34
C (-3.46946, -2.27468, -2.30572)  -1.42
H (-4.02099, -2.51821, 0.74404)  0.33
H (-3.52996, -4.00173, -0.09935)  0.43
H (-1.25853, -4.03870, -1.71902)  0.52
H (-0.15806, -3.06648, -0.67205)  0.04
H (-2.48354, -3.29083, 1.15917)  0.34
H (-0.49268, -2.54692, -2.35508)  0.31
Cl (-2.14136, -0.83705, 2.75984)  -0.43
C (3.32912, -4.23806, 0.86920)  -0.56
C (2.18831, -4.02964, 1.65496)  -0.68
C (1.37307, -2.91647, 1.43645)  -0.21
C (1.77655, -2.02216, 0.42525)  0.16
C (2.87522, -2.22974, -0.41850)  -0.56
C (3.66450, -3.35195, -0.16842)  -0.64
Sb (0.96530, -0.13531, 0.39523)  2.02
C (1.53953, 0.46224, 2.30283)  1.17
C (0.68519, 0.93510, 3.29662)  -0.42
C (1.19391, 1.10508, 4.57443)  -0.63
C (2.54156, 0.79921, 4.85003)  -0.56
C (3.38491, 0.33800, 3.82680)  -0.78
C (2.88170, 0.17429, 2.54512)  -0.35
C (2.04734, 1.04013, -0.96471)  0.71
C (2.91003, 1.97359, -0.39607)  -0.23
C (3.76597, 2.70759, -1.21963)  -0.82
C (3.73027, 2.49423, -2.60556)  -0.60
C (2.82888, 1.56722, -3.16881)  -0.66
C (1.95393, 0.86283, -2.35170)  -0.50
H (3.96494, -5.09410, 1.05790)  0.44
H (1.91597, -4.72583, 2.45345)  0.44
H (0.49476, -2.71414, 2.03313)  0.41
H (3.09932, -1.52140, -1.19708)  0.53
H (4.54924, -3.50976, -0.79596)  0.45
H (-0.35912, 1.12477, 3.08600)  -0.28
H (0.53308, 1.48475, 5.37245)  0.46
H (2.93153, 0.92532, 5.84967)  0.46
H (4.42742, 0.11138, 4.00723)  0.46
H (3.52800, -0.19383, 1.73237)  0.46
H (2.92498, 2.11948, 0.69323)  0.33
H (4.45321, 3.41603, -0.76715)  0.45
H (4.41260, 3.04548, -3.24582)  0.43
H (2.82528, 1.38574, -4.24927)  0.43
H (1.22652, 0.16371, -2.77073)  0.43



The following is a quantum chemistry calculation of C26H36CuN4O8S2 as an isolated structure, from the OMol25 dataset.

Computed properties:
- Energy above the lowest of the compared OMol25 structures with the same formula, charge and spin: 86.6 kJ/mol
- Kohn-Sham gap (alpha / beta): 6.1868 / 6.1718 eV
- ⟨S²⟩: 0.75
- Total charge: -2
- Molar mass: 660.27 g mol⁻¹
- LUMO energy (alpha / beta): 3.80 / 3.80 eV
- Spin multiplicity: 2

Each line ends with the Mulliken charge.
Atoms and positions in Å:
Cu (-0.31344, 0.05696, 0.27001)  0.47
N (2.79227, -0.47788, -1.27182)  -0.49
C (3.56078, -0.97000, -0.12420)  -0.92
C (2.79034, -1.03422, 1.19389)  0.67
C (2.40448, 0.37567, 1.64816)  0.11
O (3.28181, 1.05833, 2.20212)  -0.81
O (1.21568, 0.77186, 1.39568)  -0.47
H (2.48283, 0.47073, -1.07926)  0.14
H (1.92975, -1.00756, -1.36810)  0.11
H (4.42315, -0.31281, 0.00889)  0.44
H (3.94715, -1.96308, -0.37395)  0.41
H (3.42351, -1.48367, 1.96217)  0.48
H (1.88287, -1.62522, 1.07671)  -0.78
C (-5.09341, -1.57039, -3.70700)  -0.86
C (-5.05597, -0.16959, -3.10097)  -0.79
N (-4.61174, -0.14225, -1.71352)  0.42
C (-5.62901, -0.10001, -0.67838)  -1.72
C (-5.92648, -1.45806, -0.04438)  -0.49
C (-3.25926, -0.12205, -1.41895)  0.42
S (-2.79864, -0.05054, 0.21701)  -0.36
N (-2.50026, -0.12751, -2.52097)  -0.14
C (-1.19480, -0.37468, -2.61522)  -0.17
O (-0.38629, -0.77579, -1.75999)  0.00
C (-0.64172, -0.17359, -4.01083)  0.47
C (0.73236, -0.02931, -4.18352)  -0.32
C (1.27090, 0.10756, -5.45528)  -0.84
C (0.44231, 0.08487, -6.57052)  -0.34
C (-0.92904, -0.06495, -6.40467)  -0.75
C (-1.46748, -0.18680, -5.13087)  -0.10
H (-5.37923, -1.51967, -4.76310)  0.38
H (-5.81246, -2.20908, -3.18655)  0.37
H (-4.10672, -2.03160, -3.63598)  0.02
H (-6.05346, 0.27664, -3.13744)  0.39
H (-4.38175, 0.45399, -3.68393)  0.45
H (-6.53791, 0.29855, -1.13362)  0.47
H (-5.29861, 0.58598, 0.10157)  0.53
H (-6.24582, -2.18092, -0.80155)  0.34
H (-6.71989, -1.35972, 0.70366)  0.32
H (-5.02515, -1.82646, 0.44795)  0.26
H (1.36897, -0.03313, -3.30873)  0.55
H (2.34121, 0.22740, -5.57643)  0.41
H (0.86464, 0.17621, -7.56576)  0.35
H (-1.57781, -0.09066, -7.27377)  0.38
H (-2.53290, -0.31148, -4.98564)  0.23
C (0.60568, 2.47605, -0.96504)  -0.75
O (-0.50977, 1.72970, -0.59988)  -0.32
H (0.29033, 3.48794, -1.27865)  0.25
H (1.14918, 2.04898, -1.83636)  0.14
H (1.33621, 2.60083, -0.15473)  0.26
C (-8.31695, -5.51824, 1.02878)  -1.55
C (-6.98187, -5.41237, 0.34049)  1.01
C (-6.14059, -4.33301, 0.58425)  -0.64
C (-4.90567, -4.23058, -0.03715)  -0.74
C (-4.50594, -5.23341, -0.90864)  -0.10
C (-5.32105, -6.32691, -1.15805)  -0.68
C (-6.55679, -6.40779, -0.53689)  -0.64
S (-2.97870, -5.09258, -1.79100)  1.18
O (-3.14174, -4.17196, -2.87981)  -0.59
O (-2.54148, -6.43428, -2.10793)  -0.76
N (-2.08221, -4.37817, -0.63280)  0.03
C (-0.72895, -3.89623, -1.02566)  -0.43
C (0.08900, -3.80581, 0.24693)  -0.88
C (-0.56557, -2.91164, 1.31646)  0.35
O (-1.27663, -3.50878, 2.14189)  -0.80
O (-0.36360, -1.66216, 1.26183)  -0.30
H (-8.68446, -4.53464, 1.32222)  0.35
H (-8.23964, -6.12762, 1.93307)  0.31
H (-9.05751, -5.98519, 0.37808)  0.38
H (-6.45862, -3.55414, 1.26843)  0.40
H (-4.24753, -3.38895, 0.14613)  0.94
H (-4.96934, -7.09985, -1.83180)  0.44
H (-7.20170, -7.25927, -0.73006)  0.36
H (-2.05060, -4.97438, 0.19437)  0.34
H (-0.84217, -2.92053, -1.49107)  -0.03
H (-0.24804, -4.57598, -1.73493)  0.34
H (1.09512, -3.45762, 0.00492)  0.37
H (0.16100, -4.80252, 0.68813)  0.51



The following is a quantum chemistry calculation of C26H36Ge2N8Ti as an isolated structure at a distorted geometry, from the OMol25 dataset.

Computed properties:
- Energy above the lowest of the compared OMol25 structures with the same formula, charge and spin: 198.0 kJ/mol
- Kohn-Sham gap (alpha / beta): 5.7124 / 5.5414 eV
- ⟨S²⟩: 2.01
- Total charge: +2
- Molar mass: 653.72 g mol⁻¹
- LUMO energy (alpha / beta): -7.24 / -7.42 eV
- Spin multiplicity: 3

Each line ends with the Mulliken charge.
Atoms and positions in Å:
Ti (0.68751, 0.95843, 0.72353)  -0.59
N (0.45256, 0.78896, 5.09215)  0.11
C (-0.32258, 0.91469, 4.01323)  -0.38
N (0.43686, 0.86647, 2.93666)  0.28
C (1.70690, 0.71319, 3.44974)  0.18
N (1.73512, 0.66306, 4.75685)  -0.64
C (2.85590, 0.69708, 2.56615)  0.28
C (4.17469, 0.60756, 3.00682)  -0.58
N (5.19462, 0.75304, 2.18097)  -0.47
C (4.92791, 0.97050, 0.89470)  -0.52
C (3.63394, 0.97343, 0.41104)  -0.44
N (2.58247, 0.83637, 1.24411)  0.57
H (0.18427, 0.77321, 6.06649)  0.20
H (-1.39131, 1.05101, 4.04190)  0.50
H (4.38596, 0.42822, 4.05459)  0.51
H (5.77599, 1.12844, 0.24117)  0.43
H (3.42049, 1.07606, -0.64446)  0.38
C (2.13232, -0.29247, -4.30184)  -1.40
C (2.45301, 0.31834, -2.93642)  -0.65
Ge (0.78843, 0.49473, -1.82098)  1.17
C (-0.13463, 2.22685, -2.30601)  -0.51
C (-0.46575, 2.33158, -3.79461)  -1.36
C (-0.37828, -0.97978, -2.33455)  -0.84
C (-1.00419, -1.74518, -1.43299)  0.76
Ge (-0.71526, -1.20949, 0.46513)  1.05
C (0.73717, -2.22743, 1.43661)  -0.11
C (0.49133, -3.72483, 1.62597)  -1.32
C (-2.40718, -0.90334, 1.52012)  -0.28
C (-3.14646, -2.13967, 2.03861)  -1.24
C (-1.86762, -2.89800, -1.73801)  0.20
C (-2.16705, -3.82176, -0.73423)  0.04
C (-2.94839, -4.93609, -0.98734)  -1.29
C (-3.45160, -5.14460, -2.26180)  -0.48
C (-3.16405, -4.23749, -3.27329)  -0.72
C (-2.38382, -3.12402, -3.01864)  -0.60
H (3.02155, -0.27080, -4.93269)  0.42
H (1.34213, 0.25157, -4.81952)  0.29
H (1.82616, -1.33333, -4.20102)  0.35
H (2.89222, 1.31299, -3.05169)  0.46
H (3.18327, -0.31146, -2.42272)  0.49
H (0.50475, 3.06024, -1.99969)  0.32
H (-1.05373, 2.27846, -1.71806)  0.22
H (0.43768, 2.40778, -4.39940)  0.33
H (-1.06797, 3.22209, -3.97934)  0.43
H (-1.03619, 1.46659, -4.13510)  0.31
H (-0.44595, -1.23006, -3.39057)  0.43
H (0.87325, -1.74830, 2.40923)  0.20
H (1.65006, -2.06699, 0.85454)  0.34
H (-0.39628, -3.90835, 2.23162)  0.26
H (1.34357, -4.17262, 2.13810)  0.42
H (0.36940, -4.23366, 0.67060)  0.40
H (-3.07214, -0.32177, 0.87699)  0.45
H (-2.11824, -0.26994, 2.36131)  0.03
H (-3.60764, -2.69416, 1.22469)  0.38
H (-3.93971, -1.82424, 2.71754)  0.42
H (-2.48422, -2.81176, 2.58590)  0.26
H (-1.75266, -3.66635, 0.25725)  0.50
H (-3.15940, -5.64080, -0.19352)  0.43
H (-4.06610, -6.01097, -2.46595)  0.41
H (-3.55208, -4.39615, -4.27078)  0.42
H (-2.18526, -2.42470, -3.81938)  0.41
N (0.43609, 6.33327, 0.80665)  -0.38
C (-0.15096, 5.13306, 0.83126)  0.22
C (0.57834, 3.92561, 0.92509)  -0.26
N (-0.05765, 2.75995, 0.98043)  0.59
C (-1.40194, 2.73984, 0.94135)  -0.73
C (-2.09731, 3.93219, 0.80111)  -0.39
N (-1.48869, 5.09921, 0.74594)  -0.55
H (1.43138, 6.45624, 0.84673)  0.20
H (-0.15317, 7.14631, 0.72535)  0.26
H (1.66122, 3.90947, 0.94882)  0.39
H (-1.89530, 1.77471, 1.01574)  0.62
H (-3.17777, 3.93976, 0.72173)  0.42